# C5H11NO

A single C5H11NO molecule (ωB97M-V/def2-TZVPD, the OMol25 dataset).

E_HOMO (alpha / beta) (eV): -7.33 / -7.33
LUMO energy (alpha / beta) (eV): 0.44 / 0.44

```
18
Properties=species:S:1:pos:R:3:forces:R:3
C -1.26094 -0.25327 -0.00269 0.56 0.16 0.16
C -0.00113 -1.03943 0.05563 0.22 0.16 -0.08
C -1.70716 0.27380 -1.30580 0.15 0.15 -0.06
C 1.83661 0.34307 1.19991 -0.32 0.30 -0.01
C 0.92454 0.20662 -0.02740 0.44 -0.98 -0.52
O -2.21525 -0.37931 0.93866 0.30 0.21 -0.18
N 1.38366 0.41906 -1.27850 -0.63 0.15 0.51
H -1.86752 -0.84751 1.70938 0.03 0.02 -0.09
H -0.06315 0.96650 0.28495 -0.68 0.09 0.08
H 1.86336 1.31968 -1.31724 0.11 -0.11 0.09
H 0.10090 -1.58177 0.99878 0.01 -0.02 -0.04
H 0.16360 -1.69763 -0.79929 -0.03 -0.07 0.05
H -0.81657 0.70292 -1.80037 -0.15 -0.01 0.08
H -2.52226 0.98643 -1.19072 0.04 -0.01 -0.02
H -2.02867 -0.54993 -1.95246 -0.01 -0.02 0.09
H 2.38849 1.28224 1.14843 -0.02 -0.02 0.01
H 2.55549 -0.47843 1.20595 -0.07 0.00 -0.08
H 1.26600 0.32696 2.13280 0.04 0.00 -0.01
```
Positions in Å, forces in eV/Å.

Löwdin population analysis, charges in e, atoms 1 to 2:
1 C -0.36
2 C -0.11

# C28H32N11OReS

C28H32N11OReS as an isolated structure (ωB97M-V/def2-TZVPD, the OMol25 dataset).

Total charge: +3
2S+1: 4
E_HOMO (alpha / beta) (eV): -15.54 / -15.53
LUMO energy (alpha / beta) (eV): -11.04 / -11.73

```
74
Properties=species:S:1:pos:R:3:forces:R:3
Re -0.45709 -1.17465 0.88392 -0.01 0.98 -2.49
C -3.43534 3.54330 1.05270 -1.76 1.48 -0.05
N -3.12087 2.13058 0.97736 1.83 -2.96 0.80
C -1.89747 1.58047 1.05519 -1.56 -0.27 -0.74
N -1.97604 0.22688 0.85344 -0.25 1.71 0.73
C -3.31683 0.04101 0.70962 -1.14 0.16 0.67
N -4.04741 1.11620 0.87645 0.80 0.13 -1.08
C -2.27624 4.35356 0.50986 0.32 -0.61 -0.20
C -1.66994 5.34491 1.25845 -0.31 0.26 0.47
C -0.38369 5.80050 0.98410 0.20 -0.78 -0.48
C 0.33771 5.14679 -0.02242 0.00 -0.11 -0.19
C -0.29997 4.18033 -0.83094 1.22 0.41 0.12
C -1.64091 3.87414 -0.62910 0.12 -0.18 -0.48
C 0.49502 3.24985 -1.69310 0.69 -0.73 0.95
N -0.00472 2.15166 -2.14986 0.72 0.07 -0.89
N 1.05593 1.37508 -2.68972 -0.13 1.52 1.38
C 2.14351 2.03319 -2.38684 -0.85 0.09 -0.27
O 1.91735 3.22982 -1.70849 -1.68 -1.11 -1.31
C 3.45970 1.41499 -2.54665 1.10 0.22 0.40
C 4.59868 1.91578 -1.90738 -0.43 -1.05 -0.23
C 5.66433 1.04250 -1.66468 0.52 0.10 -0.06
C 5.63085 -0.29406 -2.07116 -0.49 -0.84 0.64
C 4.44975 -0.81018 -2.66072 1.36 1.81 0.32
C 3.91384 -2.17863 -2.60105 0.25 -1.64 -2.14
N 2.91498 -2.18865 -1.50861 -0.79 -0.03 1.28
C 1.62186 -1.87632 -1.42902 0.60 -0.40 -1.16
N 1.27728 -1.68667 -0.14324 0.02 -0.04 -0.03
C 2.44258 -1.88458 0.51628 1.54 -1.19 1.13
N 3.43052 -2.24069 -0.25408 -0.20 0.64 0.35
C 3.50767 0.09872 -3.01716 -2.80 0.60 -1.13
H -3.68810 3.78522 2.11306 0.26 -0.06 -0.82
H -4.36259 3.68420 0.44958 0.55 -0.21 0.45
H -1.01209 2.13854 1.12322 0.99 0.62 0.19
H -3.69863 -0.93994 0.54090 -0.56 -0.27 -0.03
H -2.26141 5.74257 2.07314 0.32 0.12 0.29
H 0.10403 6.51567 1.63286 -0.13 0.15 -0.17
H 1.40201 5.35584 -0.18488 -0.50 -0.02 0.12
H -2.12375 3.19007 -1.33629 0.17 0.03 0.49
H 4.59421 2.93504 -1.59308 0.20 0.44 0.48
H 6.49766 1.38806 -1.04038 -0.17 -0.09 -0.65
H 6.45034 -0.98773 -1.83134 -0.38 0.48 0.08
H 4.69721 -2.90844 -2.36063 -0.51 -0.03 0.12
H 3.43010 -2.46671 -3.59562 0.41 0.25 1.52
H 0.96343 -1.86855 -2.26880 -0.27 0.34 -0.25
H 2.50952 -1.93397 1.60185 0.21 0.22 -0.44
H 2.62131 -0.26280 -3.61824 0.85 0.42 0.97
C -3.35687 -2.71613 -4.07166 -0.44 0.27 0.18
C -2.27785 -3.60783 -3.46829 0.02 -0.97 -0.29
C -2.17983 -3.47028 -1.98480 1.07 0.29 0.93
N -1.33610 -2.63552 -1.44566 -0.81 -0.32 1.21
N -1.35315 -2.74534 0.00624 -0.11 0.22 -1.03
C -2.08677 -3.75382 0.44458 -0.74 -1.32 -0.45
N -2.06965 -4.22072 1.67397 0.93 0.58 1.17
S -3.03074 -4.53629 -0.81192 0.94 1.07 -0.30
H -3.69412 -3.12334 -5.02000 0.08 0.04 -0.09
H -3.00675 -1.69909 -4.22237 0.07 0.05 -0.02
H -4.23224 -2.66645 -3.41495 0.04 -0.06 -0.13
H -1.27484 -3.41118 -3.89280 -0.52 -0.02 0.23
H -2.52290 -4.66685 -3.70744 0.24 0.57 0.25
H -1.35193 -3.88498 2.35212 -1.03 -0.51 -0.76
H -2.58009 -5.05742 1.92278 -0.05 0.08 0.07
C -0.27318 0.30002 5.01174 -0.12 1.43 0.41
C -0.64004 -0.81567 4.03648 -1.51 0.51 0.03
C -0.66458 -2.16619 4.70902 1.65 -1.22 0.04
C 0.16585 -0.73836 2.72597 0.36 -0.14 1.28
H -0.80217 0.15273 5.99490 0.50 0.12 -1.04
H -0.62576 1.28750 4.58234 0.41 -0.95 0.59
H 0.80692 0.41346 5.22624 -0.46 -0.31 -0.15
H -1.71651 -0.63629 3.84372 0.37 0.18 -0.50
H 0.32428 -2.45287 5.14582 -0.58 0.32 -0.32
H -0.90176 -2.99181 4.00395 -0.17 0.40 0.44
H -1.36269 -2.16190 5.54449 -0.15 -0.08 -0.21
H 1.12849 -1.22420 2.88608 0.25 -0.23 0.09
H 0.45668 0.34594 2.46097 -0.53 -0.63 -0.29
```
Positions in Å, forces in eV/Å.

Löwdin population analysis, charges in e, atoms 1 to 2:
1 Re 1.68
2 C -0.04

# C4H8NO2

C4H8NO2 as an isolated structure (ωB97M-V/def2-TZVPD, the OMol25 dataset).

Total charge: -1
E_HOMO (eV): -1.42
LUMO energy (eV): 2.72

```
15
Properties=species:S:1:pos:R:3:forces:R:3
O 0.57209 0.28141 2.89221 -4.39 -3.54 -0.46
C -0.34651 -0.11885 2.08642 2.04 7.15 -0.95
O -1.43513 -1.11464 1.89441 5.61 0.84 2.79
C -0.21579 0.63584 0.72161 0.96 -0.79 1.07
C -0.20556 -0.46163 -0.34733 -0.80 0.38 -0.03
C 0.11271 0.08637 -1.69991 1.57 -1.12 -3.81
N 1.47226 0.29382 -2.26166 -1.98 -2.13 -0.01
H -0.98926 1.42881 0.65795 0.26 -0.64 -0.37
H 0.81168 1.08886 0.75612 -1.13 -0.10 -0.10
H 0.54707 -1.21469 -0.10729 0.09 -0.25 0.23
H -1.21688 -0.90903 -0.38476 0.53 -0.01 0.01
H -0.49924 0.96665 -1.75747 -0.86 1.11 -0.26
H -0.28293 -0.63906 -2.50147 -0.15 0.75 1.24
H -0.24289 -1.30482 1.79734 -2.94 -3.71 -0.83
H 1.91837 0.98098 -1.74616 1.17 2.05 1.47
```
Positions in Å, forces in eV/Å.

Löwdin population analysis, charges in e, atoms 1 to 2:
1 O 0.02
2 C -0.48

# C21H39Cl9N2O2

A 5-piece molecular cluster, C21H39Cl9N2O2 overall (ωB97M-V/def2-TZVPD, the OMol25 dataset).

2S+1: 3
E_HOMO (alpha / beta) (eV): -8.44 / -9.71
LUMO energy (alpha / beta) (eV): 0.20 / -0.08

```
73
Properties=species:S:1:pos:R:3:forces:R:3
C -0.27672 3.63672 1.43215 -0.29 0.56 -0.19
Cl -0.97201 2.26602 2.19951 -0.40 -1.04 0.44
Cl 0.06508 4.84072 2.66282 0.09 0.55 0.00
Cl -1.45886 4.22482 0.21058 0.84 0.10 0.31
H 0.68692 3.34946 1.01972 -0.35 0.17 -0.52
C 6.98944 0.45482 1.04489 0.23 0.01 0.10
Cl 8.01742 -0.85088 1.62856 -0.30 -0.46 0.07
Cl 7.63571 0.99535 -0.48654 0.04 0.45 -0.40
Cl 6.97651 1.71429 2.27791 -0.20 0.28 -0.11
H 5.96432 0.15499 0.84297 0.18 -0.30 0.32
C 2.43447 -0.51635 -0.51366 -0.05 -1.87 0.11
Cl 2.18131 0.98051 0.31601 0.17 0.47 -0.06
Cl 4.02747 -0.77341 -1.20666 0.58 0.58 -0.05
Cl 1.23808 -0.89403 -1.73260 -0.56 0.33 -0.40
H 2.33786 -1.35446 0.17201 -0.07 0.50 0.38
C -0.43573 0.47322 -6.87179 1.52 1.03 -0.93
C -1.57463 1.15712 -6.14035 -0.67 -2.58 -1.70
C -2.28728 -0.06611 -5.55327 -1.68 0.53 0.92
C -3.33804 0.31404 -4.48894 0.98 -0.65 -1.17
C -2.47887 0.92196 -3.38352 -2.77 -0.64 -0.63
C -1.75765 2.19940 -3.77098 1.56 -1.17 -0.08
N -1.07451 2.00185 -5.10095 1.58 5.13 -0.64
O -0.31161 3.13985 -5.50719 -2.75 -4.31 1.31
C -2.61114 3.45983 -3.67501 0.46 0.58 -0.58
C -0.63592 2.26916 -2.74551 0.44 0.79 1.13
C -2.52377 1.76003 -7.22621 0.61 2.62 0.99
H -0.86481 -0.13827 -7.66454 0.22 -0.19 0.08
H 0.27740 -0.08030 -6.25964 -0.58 -0.38 0.39
H 0.24468 1.19702 -7.32702 -0.33 0.26 -0.33
H -2.76240 -0.64206 -6.34688 0.38 -0.03 -0.19
H -1.57053 -0.67630 -5.00242 0.09 -0.25 -0.32
H -3.84728 -0.60788 -4.20183 0.21 -0.04 0.53
H -4.17103 0.93994 -4.81432 0.35 0.43 -0.29
H -1.80203 0.12134 -3.08929 0.07 0.31 0.50
H -3.30280 1.09583 -2.68819 0.97 0.45 1.15
H -1.95911 4.33244 -3.73587 0.17 -0.07 0.07
H -3.29357 3.60643 -4.51282 -0.27 -0.42 0.11
H -3.12895 3.52717 -2.71870 -0.12 -0.26 -0.07
H 0.09125 1.47058 -2.59894 -0.46 -0.63 -0.94
H 0.01494 3.13631 -2.86339 -0.47 0.39 0.12
H -1.17513 2.25529 -1.79651 0.28 0.59 0.28
H -2.01540 2.62593 -7.65962 0.55 -0.36 -0.50
H -3.31908 2.36121 -6.77768 -0.56 -0.73 0.34
H -2.91112 1.13948 -8.03048 0.24 -0.42 0.39
C -0.31440 -1.06540 2.16806 -1.01 0.47 -0.82
C 0.42473 -1.53293 3.38154 1.99 -0.38 -0.70
C 0.38642 -0.38470 4.38849 1.16 -0.43 0.60
C 0.87470 -0.78510 5.77269 -2.65 -1.11 0.03
C -0.19498 -1.85085 6.28719 2.12 1.59 -1.08
C -0.18427 -3.09882 5.39270 0.68 -0.02 -0.13
N -0.03796 -2.81158 3.89149 -1.11 -3.22 -0.36
O -0.00085 -3.92056 3.07822 -0.11 3.82 2.53
C 1.03893 -3.93695 5.80162 0.31 -0.43 1.12
C -1.47380 -3.84243 5.72520 -0.05 -0.47 -0.48
C 1.94786 -1.73723 2.97438 -0.53 1.33 -0.48
H -1.39197 -0.95271 2.30995 -0.08 -0.20 0.47
H -0.24540 -1.67229 1.26502 0.48 -0.13 0.12
H 0.01402 -0.04071 1.99112 0.24 -0.30 -0.42
H 1.13105 0.31986 4.01594 -0.55 0.47 -0.30
H -0.60507 0.05810 4.48597 0.01 0.11 -0.21
H 0.74845 0.08112 6.42124 0.76 -0.03 0.16
H 1.85039 -1.26664 5.76370 0.16 0.50 0.18
H -1.16491 -1.35390 6.30025 -0.08 -0.15 0.16
H 0.17800 -2.06069 7.28929 -0.69 -0.63 0.12
H 1.54653 -4.58539 5.08959 -0.73 0.01 -0.43
H 1.85767 -3.36324 6.24062 -0.14 0.45 -0.13
H 0.68529 -4.54267 6.63844 0.21 -0.31 -0.03
H -1.44275 -4.82130 5.24668 -0.43 0.07 -0.16
H -1.58734 -4.01060 6.79709 0.51 0.04 0.10
H -2.36210 -3.26056 5.47798 0.05 -0.11 -0.53
H 2.05085 -2.33303 2.06812 -0.06 -0.97 0.65
H 2.59317 -1.95837 3.82279 -0.11 -0.74 -0.19
H 2.35485 -0.79353 2.59882 -0.29 0.44 0.26
```
Positions in Å, forces in eV/Å.

Löwdin population analysis, charges in e, atoms 1 to 2:
1 C -1.55
2 Cl 0.60

Molecular weight (computed, g/mol): 101.1, 756.9, 102.1, 670.6
Relative energy (zero: lowest compared OMol25 entry of this formula, charge and spin) (computed, kcal/mol): 98.9, 0.0, 173.9, 47.6